Record 1
112
Properties=species:S:1:pos:R:3:mulliken_charge:R:1 method="wB97M-V/def2-TZVPD" e_lumo_ev=0.94 charge=-1 spin_multiplicity=1 fmax_ha_per_bohr=0.0618 homo_ha=-0.1833 e_tot_ev=-2583074.208
C 3.07 -0.56 5.51 0.434
C 3.67 0.46 5.39 -0.426
C 4.17 1.85 5.01 -1.527
C 3.29 2.47 3.91 0.368
C 2.36 3.46 4.23 1.211
Cl 2.15 3.99 5.90 -0.260
C 1.54 4.03 3.17 -0.109
C 0.48 5.08 3.55 -1.533
C -0.75 4.26 4.13 -0.172
C -1.18 3.10 3.19 0.112
C -2.58 2.47 3.60 -0.526
C -3.60 2.74 2.47 0.172
C -4.81 1.73 2.47 -0.343
O -4.68 0.71 1.48 -0.310
C -3.98 -0.39 1.91 0.634
C -4.25 -1.11 3.24 0.545
O -3.14 -0.84 1.19 -0.485
C 1.71 3.60 1.84 0.476
C 0.88 4.23 0.68 -0.446
O 1.10 5.41 0.40 -0.752
O 0.02 3.57 0.00 -0.547
C 2.68 2.57 1.49 -0.078
N 2.75 2.21 0.18 -0.166
C 3.63 1.25 0.01 -0.073
C 4.43 0.62 1.08 0.649
C 5.40 -0.54 0.78 -1.027
C 4.50 -1.83 0.68 0.106
O 4.27 -2.38 -0.35 -0.434
N 4.36 1.01 2.34 -0.423
C 3.45 2.00 2.55 0.734
H 2.42 -1.42 5.44 0.080
H 5.21 1.79 4.63 0.345
H 4.22 2.48 5.92 0.520
H 0.10 5.61 2.66 0.459
H 0.86 5.81 4.29 0.368
H -0.34 3.75 5.04 0.190
H -1.59 4.91 4.44 0.182
H -1.23 3.41 2.13 -0.189
H -0.46 2.26 3.25 0.216
H -2.43 1.38 3.75 0.153
H -2.92 2.95 4.54 0.311
H -3.16 2.72 1.48 -0.408
H -4.06 3.73 2.67 0.371
H -5.69 2.34 2.17 0.405
H -5.04 1.36 3.49 -0.071
H -3.94 -0.42 4.06 0.258
H -5.37 -1.21 3.36 0.073
H -3.73 -2.08 3.36 -0.752
H 3.74 0.91 -1.05 -0.343
H 5.88 -0.43 -0.19 0.272
H 6.09 -0.73 1.62 0.359
H 4.04 -2.24 1.62 0.376
C -0.21 0.71 -2.19 0.233
Br -0.05 -0.66 -0.84 0.052
Br 1.44 0.96 -3.16 0.033
Br -1.69 0.37 -3.39 -0.070
H -0.42 1.65 -1.67 -0.227
C -2.43 -3.01 -5.69 -0.211
Br -3.35 -4.71 -5.72 -0.049
Br -0.69 -3.12 -6.52 0.046
Br -3.50 -1.60 -6.45 -0.024
H -2.27 -2.76 -4.64 0.237
C -2.40 7.97 5.93 -0.371
Br -2.10 6.60 7.26 -0.032
Br -0.77 8.46 5.02 -0.016
Br -3.79 7.46 4.69 -0.010
H -2.75 8.85 6.46 0.366
C 5.28 -0.80 -4.27 0.320
Br 4.95 0.00 -2.54 0.291
Br 6.50 0.26 -5.33 0.005
Br 5.88 -2.63 -4.11 -0.057
H 4.33 -0.82 -4.79 -0.384
C -8.68 -0.09 3.63 -0.319
Br -7.30 0.40 4.88 -0.023
Br -10.45 0.14 4.38 -0.061
Br -8.49 0.85 1.95 -0.012
H -8.56 -1.14 3.42 0.401
C 10.18 -2.54 -4.63 -0.183
Br 9.87 -1.75 -2.90 0.015
Br 11.38 -1.47 -5.70 -0.018
Br 10.80 -4.37 -4.47 -0.020
H 9.23 -2.57 -5.14 0.197
C -0.64 -4.31 3.16 0.204
Br 0.75 -3.89 4.43 -0.017
Br -2.41 -4.05 3.92 -0.075
Br -0.39 -3.35 1.50 0.063
H -0.55 -5.36 2.92 -0.252
C -3.01 6.00 -0.75 -0.329
Br -3.01 4.08 -0.69 0.077
Br -4.06 6.68 -2.23 -0.079
Br -3.56 6.76 0.94 -0.048
H -1.98 6.31 -0.92 0.383
C 3.51 -1.59 -8.27 -0.402
Br 3.20 -0.57 -6.67 0.063
Br 4.89 -0.81 -9.38 -0.039
Br 3.87 -3.45 -7.88 0.053
H 2.59 -1.57 -8.85 0.349
C -6.55 -5.07 -8.59 -0.335
Br -6.88 -4.04 -6.99 -0.013
Br -5.15 -4.28 -9.67 -0.007
Br -6.18 -6.92 -8.18 -0.019
H -7.46 -5.05 -9.17 0.353
C -2.03 -8.42 1.97 -0.333
Br -0.63 -8.00 3.23 -0.025
Br -3.78 -8.17 2.73 -0.002
Br -1.82 -7.44 0.32 0.017
H -1.94 -9.47 1.73 0.328
C 1.89 -7.49 -8.48 -0.336
Br 0.90 -6.03 -7.69 0.059
Br 3.28 -6.85 -9.67 -0.041
Br 2.58 -8.70 -7.15 -0.021
H 1.19 -8.05 -9.09 0.337

***

Record 2
92
Properties=species:S:1:pos:R:3:mulliken_charge:R:1 method="wB97M-V/def2-TZVPD" de_lowest_kj_mol=0.0 e_lumo_ev=4.13 charge=-2 spin_multiplicity=1 fmax_ha_per_bohr=0.0207 homo_ha=-0.0813 e_tot_ev=-121592.743
La -0.05 -0.56 0.03 1.479
N 1.41 4.97 -0.91 -0.345
C 1.85 3.70 -0.55 0.055
S 2.69 3.55 0.94 -0.488
N 1.67 2.83 -1.51 -1.147
N 1.40 1.53 -1.57 0.995
C 1.99 0.93 -2.56 -1.011
C 1.49 -0.32 -3.14 0.814
C 2.17 -0.86 -4.23 -1.024
C 1.61 -1.94 -4.90 -0.188
C 0.38 -2.43 -4.49 -1.243
C -0.21 -1.85 -3.38 0.126
N 0.34 -0.84 -2.70 0.444
H 1.90 5.71 -0.45 0.204
H 1.19 5.08 -1.88 0.224
H 2.76 1.46 -3.10 0.239
H 3.13 -0.45 -4.52 0.340
H 2.14 -2.39 -5.73 0.388
H -0.11 -3.25 -4.99 0.414
H -1.16 -2.20 -3.01 0.300
O -2.20 1.33 5.32 -0.753
C -3.20 0.57 4.86 0.759
C -4.32 0.39 5.68 -0.773
C -5.38 -0.40 5.25 -0.360
C -5.35 -1.01 4.00 -1.110
C -4.24 -0.81 3.19 0.135
C -3.17 -0.02 3.59 0.062
C -2.03 0.16 2.64 -0.197
O -2.14 -0.26 1.46 -0.324
N -0.96 0.73 3.19 -1.018
N 0.14 0.66 2.38 1.174
C 1.24 0.99 2.91 -0.881
C 2.51 0.73 2.21 0.465
C 3.70 0.96 2.88 -0.952
C 4.89 0.69 2.23 -0.336
C 4.85 0.20 0.94 -1.104
C 3.61 -0.01 0.36 -0.059
N 2.46 0.22 0.98 0.874
H -1.47 1.26 4.62 0.582
H -4.33 0.86 6.65 0.422
H -6.24 -0.54 5.90 0.351
H -6.17 -1.63 3.66 0.458
H -4.19 -1.26 2.20 0.389
H 1.26 1.39 3.92 0.226
H 3.68 1.37 3.88 0.409
H 5.84 0.87 2.73 0.376
H 5.75 -0.03 0.38 0.440
H 3.55 -0.40 -0.65 0.045
N -7.63 0.74 2.46 -0.624
C -6.70 0.61 1.40 0.522
C -5.41 1.12 1.55 -1.248
C -4.48 0.98 0.53 0.623
C -4.85 0.34 -0.65 -0.371
C -6.13 -0.15 -0.82 -0.379
C -7.06 0.00 0.21 -1.037
S -3.66 0.17 -1.94 1.431
O -3.13 1.50 -2.18 -0.922
O -4.32 -0.49 -3.03 -0.847
N -2.44 -0.68 -1.33 0.103
C -2.68 -1.96 -0.90 0.429
N -1.56 -2.63 -0.56 0.392
C -1.67 -3.90 -0.18 -0.324
C -2.89 -4.53 -0.12 -0.969
C -4.00 -3.74 -0.42 -0.461
N -3.93 -2.48 -0.79 -0.573
H -7.18 0.78 3.36 0.270
H -8.32 0.01 2.45 0.249
H -5.11 1.58 2.49 0.423
H -3.46 1.31 0.67 0.294
H -6.38 -0.66 -1.74 0.501
H -8.06 -0.41 0.10 0.288
H -0.74 -4.39 0.10 0.379
H -2.98 -5.56 0.18 0.383
H -5.00 -4.16 -0.33 0.442
Cl 0.16 -2.36 2.11 -0.520
C -3.10 6.24 0.80 -1.159
N -2.83 4.85 1.16 -0.236
C -2.41 3.91 0.23 0.051
S -1.13 2.91 0.60 -0.125
N -3.04 3.87 -0.96 -0.155
C -4.44 4.25 -1.20 -0.810
H -2.57 6.88 1.50 0.336
H -4.16 6.49 0.85 0.318
H -2.74 6.46 -0.20 0.358
H -2.27 4.74 1.99 0.351
H -2.74 3.09 -1.53 0.426
H -4.67 5.24 -0.82 0.346
H -5.13 3.53 -0.75 0.124
H -4.60 4.25 -2.27 0.357
S 1.92 -2.93 -0.71 -0.233
C 3.30 -2.67 -1.63 0.526
N 4.27 -2.49 -2.26 -0.806

***

Record 3
84
Properties=species:S:1:pos:R:3:mulliken_charge:R:1 method="wB97M-V/def2-TZVPD" de_lowest_kj_mol=6.9 e_lumo_ev="-0.26 / -0.41" spin_multiplicity=5 fmax_ha_per_bohr=0.0108 homo_ha="-0.2772 / -0.2772" e_tot_ev=-159752.378 s_squared=6.01
Fe 0.88 0.77 0.44 0.773
O -2.99 5.55 3.91 -0.723
C -2.26 4.69 4.42 0.374
O -2.11 4.31 5.59 -0.721
C -1.36 3.94 3.42 -0.408
C -0.24 3.24 3.85 -0.766
C 0.49 2.51 2.93 0.293
N 0.13 2.43 1.65 0.586
C -0.89 3.15 1.21 0.983
C -1.66 3.93 2.06 -1.217
C -1.09 3.08 -0.27 0.133
C -2.15 3.69 -0.93 -0.863
C -2.23 3.57 -2.30 -0.726
C -1.25 2.85 -2.98 -1.302
C -0.24 2.26 -2.24 0.027
N -0.16 2.37 -0.92 0.634
C 1.72 1.73 3.25 0.418
C 2.24 1.61 4.54 -0.399
C 3.40 0.88 4.72 -0.749
C 4.02 0.31 3.61 -0.728
C 3.43 0.47 2.37 -0.209
N 2.31 1.17 2.19 0.378
H -0.01 3.27 4.90 0.528
H -2.48 4.54 1.73 0.590
H -2.90 4.23 -0.37 0.464
H -3.05 4.03 -2.84 0.438
H -1.28 2.74 -4.05 0.480
H 0.51 1.65 -2.72 0.563
H 1.74 2.08 5.37 0.474
H 3.82 0.77 5.71 0.447
H 4.93 -0.26 3.71 0.445
H 3.86 0.05 1.48 0.361
C -0.82 -4.59 1.54 -1.038
N -1.34 -3.49 2.33 0.242
C -2.56 -3.52 2.98 -0.600
C -2.67 -2.36 3.65 -0.398
N -1.52 -1.64 3.41 0.264
C -1.24 -0.33 3.96 -0.866
C -0.71 -2.32 2.57 -0.072
Se 0.99 -1.84 1.96 -0.240
H -0.93 -5.52 2.10 0.434
H 0.23 -4.40 1.34 0.281
H -1.37 -4.67 0.60 0.380
H -3.22 -4.36 2.91 0.519
H -3.44 -1.98 4.28 0.439
H -1.97 -0.12 4.74 0.313
H -1.32 0.41 3.18 0.202
H -0.24 -0.33 4.39 0.356
O 2.73 0.63 -0.49 -0.615
N 3.07 0.67 -1.75 0.092
C 3.37 -0.46 -2.39 0.058
C 3.76 -0.43 -3.71 -0.885
C 3.83 0.78 -4.38 -0.265
C 3.50 1.94 -3.69 -0.840
C 3.13 1.87 -2.37 -0.130
H 3.26 -1.36 -1.80 0.468
H 3.99 -1.36 -4.21 0.452
H 4.12 0.82 -5.42 0.405
H 3.53 2.91 -4.17 0.463
H 2.86 2.70 -1.75 0.560
C 0.71 -3.98 -2.55 -1.429
C -0.60 -3.44 -2.00 -0.328
C -1.09 -2.12 -2.67 2.848
C -1.20 -2.25 -4.18 -1.173
C -1.74 -1.00 -4.87 -1.344
C -2.46 -1.86 -2.05 -0.375
O -3.49 -2.30 -2.51 -0.670
N -2.44 -1.16 -0.87 0.261
C -1.33 -0.50 -0.37 -0.151
O -1.42 0.12 0.71 -0.704
N -0.16 -0.48 -1.04 0.941
C -0.06 -1.06 -2.26 -1.305
O 0.89 -0.83 -3.00 -0.557
H 1.03 -4.84 -1.95 0.480
H 1.50 -3.23 -2.51 0.137
H 0.61 -4.32 -3.58 0.339
H -0.49 -3.24 -0.93 -0.556
H -1.40 -4.18 -2.12 0.749
H -1.84 -3.10 -4.41 0.449
H -0.20 -2.46 -4.57 0.442
H -2.73 -0.74 -4.50 0.337
H -1.81 -1.15 -5.94 0.455
H -1.07 -0.15 -4.70 0.230
H -3.32 -1.01 -0.39 0.366

***

Record 4
82
Properties=species:S:1:pos:R:3:mulliken_charge:R:1 method="wB97M-V/def2-TZVPD" e_lumo_ev=-10.40 charge=+3 spin_multiplicity=1 fmax_ha_per_bohr=0.0632 homo_ha=-0.4654 e_tot_ev=-149467.654
Hf 0.53 0.38 1.45 1.072
C 1.00 -1.70 -1.01 -0.537
C 0.59 -2.50 0.25 -0.743
N 0.90 -1.88 1.62 -0.277
C 2.34 -2.25 1.99 -0.824
C 3.44 -1.51 1.27 -0.640
S 3.20 0.31 0.95 -0.003
C 3.17 0.33 -0.89 -0.626
C 1.81 0.74 -1.42 -0.577
N 0.76 -0.17 -0.81 -0.354
H 2.05 -1.81 -1.36 0.327
H 0.25 -1.97 -1.78 0.511
H -0.46 -2.80 0.26 0.400
H 1.11 -3.53 0.18 0.472
H 0.39 -2.36 2.37 0.294
H 2.45 -2.00 3.06 0.396
H 2.30 -3.37 1.88 0.560
H 4.35 -1.50 1.84 0.626
H 3.62 -2.01 0.27 0.341
H 3.85 1.15 -1.15 0.578
H 3.67 -0.61 -1.07 0.448
H 1.47 1.74 -1.18 0.454
H 1.71 0.57 -2.54 0.217
H -0.15 0.06 -1.28 0.321
S 1.05 2.73 7.25 -0.081
C 1.36 2.47 8.99 -0.410
C 1.38 1.16 9.38 -0.580
C 1.17 0.33 8.24 -0.417
C 0.84 1.05 7.12 0.098
C 0.16 0.48 5.92 0.868
C 0.35 1.03 4.65 -0.307
N -0.22 0.46 3.59 -0.497
C -1.22 -0.46 3.74 0.175
C -1.42 -1.13 4.98 0.268
C -2.35 -2.24 4.97 -1.052
C -3.16 -2.49 3.93 -1.128
C -3.00 -1.83 2.64 0.472
C -3.70 -2.09 1.46 -0.731
C -3.41 -1.31 0.27 0.858
C -2.45 -0.27 0.29 -1.067
N -1.67 -0.07 1.38 -0.068
C -2.02 -0.78 2.56 0.299
C -4.09 -1.36 -0.97 0.458
C -3.78 -0.70 -2.17 -0.436
C -4.53 -1.20 -3.28 -0.664
C -5.38 -2.20 -2.92 -0.403
S -5.27 -2.70 -1.27 -0.111
C -0.68 -0.64 6.02 -0.331
H 1.51 3.34 9.61 0.422
H 1.65 0.77 10.34 0.448
H 0.91 -0.77 8.28 0.334
H 1.00 1.92 4.46 0.534
H -2.39 -2.87 5.86 0.502
H -4.04 -3.14 4.01 0.457
H -4.38 -2.98 1.31 0.411
H -2.39 0.51 -0.44 1.125
H -3.09 0.17 -2.24 0.388
H -4.38 -0.81 -4.28 0.426
H -6.16 -2.59 -3.50 0.504
H -0.72 -1.17 6.98 0.396
O 0.89 2.22 2.42 -0.340
N 0.35 2.99 1.55 0.117
O -0.15 2.24 0.61 -0.403
C 2.79 0.20 -5.72 -0.988
N 1.64 0.81 -6.35 0.221
C 0.53 0.04 -6.69 -0.350
Se 0.57 -1.82 -6.93 -0.243
N -0.52 0.90 -6.78 0.032
C -0.12 2.25 -6.64 0.736
C -0.84 3.37 -6.89 -0.960
C -0.04 4.56 -7.05 -0.411
C 1.37 4.54 -6.91 -0.676
C 2.05 3.36 -6.65 -0.488
C 1.27 2.16 -6.45 0.387
H 2.44 -0.32 -4.86 0.327
H 3.62 0.94 -5.50 0.294
H 3.19 -0.55 -6.39 0.400
H -1.48 0.58 -6.79 0.199
H -1.93 3.36 -7.02 0.392
H -0.56 5.45 -7.36 0.402
H 1.94 5.46 -7.06 0.383
H 3.15 3.31 -6.61 0.375

***

Record 5
79
Properties=species:S:1:pos:R:3:mulliken_charge:R:1 method="wB97M-V/def2-TZVPD" de_lowest_kj_mol=0.0 e_lumo_ev=2.15 charge=-1 spin_multiplicity=1 fmax_ha_per_bohr=0.0076 homo_ha=-0.1640 e_tot_ev=-72346.740
Pt -0.56 -1.46 1.07 1.239
C -0.42 1.53 3.87 -1.018
C 0.93 1.93 3.40 -0.008
N 1.72 1.20 2.64 -0.134
C 2.84 1.97 2.42 0.623
C 2.71 3.18 3.05 0.001
N 1.50 3.12 3.68 0.096
C 3.48 4.48 3.11 0.711
O 4.55 4.54 2.43 -0.794
O 2.96 5.38 3.79 -0.778
C 3.95 1.48 1.55 0.104
O 4.89 2.35 1.26 -0.625
O 3.96 0.35 1.11 -0.566
H -0.66 0.55 3.46 -0.196
H -1.19 2.23 3.54 0.300
H -0.46 1.48 4.96 0.403
H 1.16 3.91 4.21 0.244
H 4.75 3.27 1.74 0.458
C -0.79 0.14 -3.05 -0.997
N -0.67 -0.40 -1.71 0.049
P -0.08 -1.90 -1.15 -0.149
C -0.99 -3.11 -2.16 0.616
C -0.45 -4.35 -2.53 -0.465
C -1.23 -5.28 -3.20 -0.629
C -2.55 -5.00 -3.51 -0.454
C -3.10 -3.77 -3.13 -0.636
C -2.32 -2.84 -2.46 -0.617
C 1.62 -1.96 -1.80 0.852
C 2.63 -1.54 -0.93 -0.574
C 3.93 -1.39 -1.39 -0.525
C 4.23 -1.65 -2.72 -0.623
C 3.23 -2.07 -3.59 -0.698
C 1.93 -2.22 -3.14 -0.360
P -1.02 0.41 -0.24 0.180
C -2.68 1.10 -0.56 0.548
C -2.93 2.25 -1.30 -0.276
C -4.24 2.64 -1.57 -0.702
C -5.30 1.87 -1.11 -0.511
C -5.06 0.72 -0.37 -0.622
C -3.76 0.34 -0.10 -0.447
C 0.06 1.88 -0.23 0.583
C -0.30 3.02 0.49 -0.654
C 0.61 4.06 0.66 -1.139
C 1.89 3.96 0.12 -0.162
C 2.25 2.83 -0.59 -1.082
C 1.34 1.80 -0.78 -0.267
H -0.31 -0.54 -3.76 0.349
H -0.29 1.10 -3.13 0.294
H -1.84 0.26 -3.34 0.306
H 0.58 -4.58 -2.29 0.459
H -0.80 -6.23 -3.48 0.386
H -3.15 -5.72 -4.04 0.368
H -4.13 -3.55 -3.37 0.416
H -2.75 -1.89 -2.17 0.212
H 2.40 -1.30 0.10 0.357
H 4.68 -1.03 -0.69 0.489
H 5.25 -1.53 -3.08 0.373
H 3.47 -2.28 -4.63 0.400
H 1.16 -2.55 -3.83 0.387
H -2.11 2.85 -1.66 0.393
H -4.43 3.54 -2.13 0.408
H -6.32 2.18 -1.31 0.367
H -5.89 0.12 -0.01 0.433
H -3.55 -0.55 0.50 0.374
H -1.28 3.09 0.94 0.629
H 0.33 4.93 1.23 0.344
H 2.61 4.74 0.31 0.421
H 3.25 2.73 -0.98 0.219
H 1.64 0.91 -1.32 0.302
C -2.72 -3.18 2.77 -0.541
O -1.56 -2.85 3.52 -0.441
C -0.61 -2.17 2.87 0.302
C 0.54 -1.96 3.82 -0.857
H -3.17 -4.06 3.23 0.283
H -2.45 -3.38 1.73 0.205
H -3.43 -2.35 2.80 0.225
H 0.18 -1.63 4.80 0.339
H 1.25 -1.25 3.41 0.184
H 1.05 -2.92 3.97 0.318